No. 1
{
  "formula": "C40H45Br2N10O6PrS2",
  "method": "the ωB97M-V functional and the def2-TZVPD basis",
  "symbols": ["Pr", "N", "C", "C", "C", "C", "C", "C", "C", "C", "N", "C", "H", "H", "H", "H", "H", "H", "H", "H", "C", "N", "C", "C", "N", "C", "C", "N", "C", "C", "N", "C", "N", "C", "C", "C", "N", "C", "H", "H", "H", "H", "H", "H", "H", "H", "H", "H", "H", "H", "H", "H", "H", "H", "H", "H", "H", "H", "H", "H", "H", "H", "C", "C", "C", "C", "C", "C", "Br", "C", "C", "Br", "C", "O", "C", "N", "H", "H", "H", "H", "H", "H", "O", "C", "O", "C", "C", "C", "C", "C", "C", "N", "O", "O", "H", "H", "H", "H", "C", "O", "C", "S", "S", "H", "H", "H"],
  "positions_angstrom": [[-0.632, -0.628, -0.528], [-0.388, 1.945, -0.859], [-0.931, 2.275, -2.107], [-1.635, 3.442, -2.304], [-2.212, 3.747, -3.542], [-2.062, 2.908, -4.610], [-1.368, 1.691, -4.454], [-1.216, 0.756, -5.499], [-0.602, -0.439, -5.249], [-0.155, -0.714, -3.947], [-0.263, 0.136, -2.952], [-0.830, 1.346, -3.187], [-0.488, 2.717, -0.205], [0.616, 1.677, -0.847], [-1.750, 4.137, -1.483], [-2.783, 4.658, -3.640], [-2.498, 3.149, -5.567], [-1.594, 0.997, -6.481], [-0.473, -1.179, -6.021], [0.327, -1.662, -3.726], [0.465, 1.230, 4.793], [-0.603, 1.774, 3.991], [-1.754, 2.224, 4.753], [-2.728, 2.658, 3.673], [-2.275, 1.896, 2.527], [-2.816, 2.284, 1.251], [-0.983, 1.443, 2.705], [-0.370, 0.829, 1.749], [1.035, 0.449, 1.870], [2.011, 1.630, 1.656], [2.169, 1.943, 0.256], [3.321, 1.913, -0.305], [4.569, 1.639, 0.265], [5.027, 2.403, 1.407], [5.535, 1.424, -0.801], [4.739, 1.612, -2.097], [3.489, 2.170, -1.631], [2.412, 2.311, -2.576], [0.474, 1.777, 5.735], [1.429, 1.374, 4.317], [0.329, 0.169, 5.023], [-1.469, 3.035, 5.428], [-2.173, 1.400, 5.348], [-2.658, 3.739, 3.477], [-3.765, 2.410, 3.916], [-3.900, 2.155, 1.265], [-2.599, 3.339, 1.031], [-2.396, 1.657, 0.466], [1.242, -0.285, 1.084], [1.258, -0.027, 2.829], [2.954, 1.331, 2.127], [1.623, 2.525, 2.164], [4.262, 3.112, 1.724], [5.924, 2.977, 1.150], [5.278, 1.748, 2.247], [5.957, 0.417, -0.727], [6.360, 2.142, -0.724], [4.560, 0.655, -2.604], [5.221, 2.304, -2.796], [2.827, 2.703, -3.505], [1.689, 3.028, -2.190], [1.931, 1.349, -2.787], [-1.587, -2.051, 2.941], [-2.809, -1.523, 2.260], [-4.018, -1.513, 2.986], [-5.162, -1.056, 2.404], [-5.122, -0.592, 1.074], [-6.236, -0.087, 0.381], [-7.922, 0.056, 1.259], [-6.143, 0.340, -0.921], [-4.916, 0.298, -1.560], [-4.770, 0.916, -3.349], [-3.731, -0.123, -0.937], [-2.592, -0.036, -1.503], [-3.863, -0.627, 0.414], [-2.733, -1.079, 1.022], [-0.718, -2.028, 2.280], [-1.383, -1.466, 3.835], [-1.760, -3.081, 3.250], [-4.025, -1.873, 4.002], [-6.096, -1.034, 2.947], [-7.009, 0.714, -1.447], [2.763, -0.931, -2.818], [2.441, -1.247, -1.679], [1.521, -0.709, -0.984], [3.153, -2.398, -0.985], [3.534, -3.515, -1.718], [4.026, -4.644, -1.081], [4.177, -4.655, 0.293], [3.829, -3.519, 1.020], [3.308, -2.397, 0.392], [3.987, -3.507, 2.446], [4.446, -4.495, 2.981], [3.660, -2.502, 3.048], [3.418, -3.484, -2.791], [4.283, -5.519, -1.659], [4.550, -5.524, 0.813], [3.030, -1.536, 0.978], [-1.636, -6.152, -1.612], [-0.707, -5.454, -0.805], [-0.762, -4.131, -0.734], [-1.779, -3.193, -1.689], [0.283, -3.439, 0.390], [-1.643, -5.765, -2.634], [-2.640, -6.067, -1.188], [-1.311, -7.191, -1.599]],
  "multiplicity": 3,
  "e_tot_ev": -245224.360,
  "largest_force_ha_per_bohr": 0.0296,
  "s_squared": 2.002,
  "homo_energy_ev": [-7.33, -7.35]
}

=====

No. 2
{
  "formula": "C20H31N3O4S2",
  "method": "the ωB97M-V functional and the def2-TZVPD basis",
  "symbols": ["O", "S", "O", "C", "C", "C", "C", "H", "H", "H", "H", "H", "H", "H", "H", "O", "S", "O", "C", "C", "C", "C", "H", "H", "H", "H", "H", "H", "H", "H", "C", "C", "C", "N", "C", "H", "H", "H", "H", "H", "C", "C", "C", "N", "C", "H", "H", "H", "H", "H", "C", "C", "C", "N", "C", "H", "H", "H", "H", "H"],
  "positions_angstrom": [[17.110, 24.972, -9.115], [17.375, 25.299, -10.532], [18.722, 25.249, -11.087], [16.203, 24.462, -11.654], [15.813, 25.595, -12.672], [15.598, 26.883, -11.905], [16.762, 27.034, -10.932], [15.290, 24.150, -11.146], [16.790, 23.637, -12.057], [16.561, 25.607, -13.465], [14.938, 25.355, -13.276], [14.633, 26.975, -11.406], [15.619, 27.728, -12.593], [16.624, 27.651, -10.044], [17.631, 27.501, -11.395], [4.116, 26.455, -21.999], [2.877, 25.647, -21.767], [2.930, 24.247, -22.229], [2.314, 25.727, -20.039], [1.109, 26.722, -20.006], [0.873, 27.416, -21.361], [1.369, 26.455, -22.471], [3.219, 25.923, -19.464], [1.928, 24.735, -19.804], [0.185, 26.159, -19.870], [1.156, 27.284, -19.073], [1.495, 28.311, -21.350], [-0.163, 27.755, -21.393], [1.562, 26.950, -23.423], [0.642, 25.653, -22.606], [14.122, 15.513, -17.132], [15.220, 14.709, -16.821], [15.126, 14.396, -15.526], [14.052, 14.966, -14.938], [13.408, 15.663, -15.900], [13.923, 16.035, -18.057], [16.004, 14.326, -17.457], [15.768, 13.782, -14.912], [13.890, 14.929, -13.942], [12.559, 16.268, -15.619], [7.029, 23.734, -13.834], [8.352, 23.766, -14.356], [8.956, 22.657, -13.776], [8.057, 21.916, -13.069], [6.942, 22.701, -12.985], [6.214, 24.436, -13.920], [8.778, 24.505, -15.018], [9.953, 22.264, -13.909], [8.162, 21.015, -12.626], [6.051, 22.422, -12.443], [8.594, 29.873, -17.863], [9.308, 30.662, -16.954], [10.559, 30.231, -17.047], [10.735, 29.428, -18.165], [9.461, 29.192, -18.649], [7.518, 29.788, -17.875], [8.845, 31.315, -16.228], [11.476, 30.342, -16.488], [11.558, 29.123, -18.664], [9.222, 28.533, -19.470]],
  "smiles": "O=S1(=O)CCCC1.O=S1(=O)CCCC1.c1cc[nH]c1.c1cc[nH]c1.c1cc[nH]c1",
  "multiplicity": 1,
  "e_tot_ev": -55569.697,
  "largest_force_ha_per_bohr": 0.0856,
  "de_lowest_kcal_mol": 61.28,
  "homo_energy_ev": -8.17
}

=====

No. 3
{
  "formula": "C39H54N2O3SSeZr",
  "method": "the ωB97M-V functional and the def2-TZVPD basis",
  "symbols": ["Zr", "C", "C", "C", "C", "C", "C", "C", "Se", "C", "C", "C", "C", "C", "C", "O", "C", "C", "C", "C", "C", "C", "C", "C", "C", "O", "C", "C", "C", "C", "C", "C", "H", "H", "H", "H", "H", "H", "H", "H", "H", "H", "H", "H", "H", "H", "H", "H", "H", "H", "H", "H", "H", "H", "H", "H", "H", "H", "H", "H", "H", "H", "H", "H", "H", "H", "H", "H", "H", "H", "H", "H", "C", "C", "C", "N", "C", "S", "N", "C", "O", "C", "C", "C", "C", "C", "C", "H", "H", "H", "H", "H", "H", "H", "H", "H", "H", "H", "H", "H", "H"],
  "positions_angstrom": [[-1.470, -0.731, -1.117], [5.522, 2.083, -0.557], [4.449, 3.148, -0.343], [4.657, 3.779, 1.039], [4.594, 4.226, -1.426], [3.041, 2.560, -0.440], [2.811, 1.279, -0.936], [1.507, 0.823, -1.020], [1.211, -1.037, -1.411], [1.194, -1.571, 0.461], [2.386, -1.483, 1.150], [2.373, -1.619, 2.536], [1.132, -1.766, 3.148], [-0.099, -1.833, 2.486], [-0.023, -1.788, 1.103], [-1.136, -1.991, 0.265], [-1.379, -1.974, 3.323], [-1.427, -3.393, 3.905], [-1.362, -0.946, 4.464], [-2.669, -1.725, 2.532], [3.641, -1.551, 3.384], [3.735, -2.799, 4.268], [4.894, -1.471, 2.514], [3.570, -0.297, 4.264], [0.425, 1.608, -0.645], [-0.826, 1.042, -0.822], [0.607, 2.887, -0.136], [1.933, 3.315, -0.053], [-0.570, 3.758, 0.302], [-0.102, 5.117, 0.826], [-1.488, 4.023, -0.900], [-1.337, 3.069, 1.440], [6.507, 2.523, -0.405], [5.422, 1.252, 0.145], [5.512, 1.680, -1.572], [5.687, 4.125, 1.132], [4.014, 4.644, 1.198], [4.470, 3.062, 1.841], [5.594, 4.660, -1.393], [4.439, 3.809, -2.423], [3.875, 5.033, -1.280], [3.632, 0.645, -1.237], [3.309, -1.304, 0.619], [1.117, -1.841, 4.226], [-0.551, -3.609, 4.516], [-2.310, -3.505, 4.535], [-1.476, -4.142, 3.113], [-0.553, -1.105, 5.173], [-1.276, 0.071, 4.075], [-2.294, -1.018, 5.025], [-2.863, -2.481, 1.775], [-3.511, -1.729, 3.227], [-2.666, -0.734, 2.055], [3.770, -3.710, 3.669], [4.643, -2.759, 4.871], [2.894, -2.879, 4.958], [4.975, -2.318, 1.830], [4.927, -0.548, 1.930], [5.780, -1.479, 3.148], [2.732, -0.339, 4.961], [4.484, -0.200, 4.851], [3.460, 0.604, 3.656], [2.113, 4.308, 0.332], [0.417, 5.700, 0.064], [-0.972, 5.693, 1.141], [0.552, 5.017, 1.693], [-0.965, 4.597, -1.666], [-1.843, 3.102, -1.367], [-2.359, 4.600, -0.586], [-0.725, 3.027, 2.343], [-2.236, 3.641, 1.676], [-1.642, 2.050, 1.201], [-1.505, 0.174, -5.493], [-1.634, 0.328, -3.981], [-3.099, 0.508, -3.587], [-3.302, 0.525, -2.101], [-4.343, -0.145, -1.430], [-4.953, 0.374, -0.034], [-4.734, -1.365, -2.026], [-3.874, -2.279, -2.538], [-2.641, -2.110, -2.299], [-4.340, -3.379, -3.355], [-3.423, -4.378, -3.703], [-3.838, -5.445, -4.477], [-5.162, -5.518, -4.895], [-6.078, -4.528, -4.553], [-5.671, -3.457, -3.783], [-0.467, 0.044, -5.790], [-1.884, 1.063, -5.998], [-2.071, -0.686, -5.851], [-1.034, 1.169, -3.622], [-1.216, -0.604, -3.549], [-3.720, -0.277, -4.013], [-3.476, 1.456, -3.975], [-3.198, 1.454, -1.694], [-5.695, -1.631, -1.858], [-2.402, -4.318, -3.357], [-3.138, -6.222, -4.747], [-5.486, -6.357, -5.497], [-7.101, -4.595, -4.893], [-6.394, -2.685, -3.553]],
  "multiplicity": 1,
  "e_tot_ev": -127895.095,
  "largest_force_ha_per_bohr": 0.0153,
  "de_lowest_kcal_mol": 0.00,
  "total_charge": 2,
  "homo_energy_ev": -13.63
}